{"formula": "C48H36NP3ReS2Se", "method": "wB97M-V/def2-TZVPD", "lumo_ev": [-0.426, -0.788], "multiplicity": 4, "homo_ev": [-6.8, -7.8], "orbital_gap_ha": [0.236, 0.259], "e_above_lowest_ev": 0.658, "total_energy_ha": -6205.6957, "species": ["Re", "S", "P", "C", "P", "S", "C", "C", "C", "C", "C", "C", "C", "C", "C", "C", "C", "C", "C", "C", "C", "C", "C", "C", "C", "C", "C", "C", "C", "C", "H", "H", "H", "H", "H", "H", "H", "H", "H", "H", "H", "H", "H", "H", "H", "H", "H", "H", "H", "H", "C", "C", "C", "C", "C", "C", "P", "C", "C", "C", "C", "C", "C", "C", "C", "C", "C", "C", "C", "C", "C", "C", "C", "H", "H", "H", "H", "H", "H", "H", "H", "H", "H", "H", "H", "H", "H", "H", "H", "Se", "C", "N"], "positions_angstrom": [[0.90, -0.26, 0.23], [-2.44, 1.87, 1.14], [-0.96, 2.57, 0.05], [0.57, 1.71, 0.11], [2.14, 2.35, 0.33], [3.21, 0.65, 0.72], [2.92, 3.16, -1.08], [2.25, 3.30, -2.28], [2.88, 3.87, -3.38], [4.19, 4.28, -3.29], [4.89, 4.12, -2.09], [4.26, 3.55, -1.00], [2.29, 3.51, 1.71], [1.84, 3.07, 2.95], [1.95, 3.86, 4.07], [2.51, 5.13, 3.96], [2.94, 5.59, 2.73], [2.83, 4.79, 1.60], [-1.46, 2.70, -1.70], [-0.93, 1.85, -2.66], [-1.38, 1.90, -3.98], [-2.35, 2.81, -4.34], [-2.89, 3.67, -3.38], [-2.45, 3.61, -2.07], [-0.57, 4.31, 0.51], [-0.72, 4.72, 1.83], [-0.36, 6.00, 2.21], [0.14, 6.89, 1.28], [0.27, 6.50, -0.04], [-0.08, 5.22, -0.42], [1.23, 2.95, -2.37], [2.34, 3.97, -4.31], [4.69, 4.72, -4.14], [5.92, 4.42, -2.02], [4.82, 3.40, -0.08], [1.40, 2.09, 3.02], [1.60, 3.49, 5.02], [2.60, 5.76, 4.84], [3.36, 6.59, 2.64], [3.15, 5.17, 0.65], [-0.15, 1.15, -2.39], [-0.95, 1.23, -4.71], [-2.70, 2.86, -5.36], [-3.65, 4.38, -3.66], [-2.89, 4.27, -1.33], [-1.13, 4.02, 2.55], [-0.48, 6.30, 3.25], [0.41, 7.90, 1.58], [0.65, 7.20, -0.78], [0.02, 4.94, -1.47], [-0.33, 1.25, 6.55], [0.62, 0.25, 6.52], [0.94, -0.38, 5.33], [0.31, 0.01, 4.15], [-0.65, 1.02, 4.18], [-0.97, 1.63, 5.38], [0.55, -0.86, 2.57], [1.98, -1.97, 2.76], [1.91, -3.23, 2.15], [3.05, -4.03, 2.08], [4.24, -3.59, 2.63], [4.31, -2.34, 3.24], [3.19, -1.53, 3.29], [-0.90, -1.93, 2.46], [-1.40, -2.63, 3.52], [-2.57, -3.41, 3.35], [-3.20, -3.43, 2.14], [-2.70, -2.70, 1.03], [-3.36, -2.69, -0.22], [-2.83, -1.99, -1.26], [-1.61, -1.29, -1.12], [-0.94, -1.23, 0.08], [-1.51, -1.95, 1.19], [-0.58, 1.74, 7.48], [1.11, -0.05, 7.44], [1.67, -1.18, 5.32], [-1.15, 1.32, 3.27], [-1.72, 2.42, 5.39], [0.98, -3.58, 1.72], [2.99, -4.99, 1.59], [5.12, -4.21, 2.57], [5.24, -1.99, 3.65], [3.26, -0.54, 3.72], [-0.92, -2.58, 4.49], [-2.96, -3.97, 4.19], [-4.11, -4.00, 2.01], [-4.28, -3.25, -0.34], [-3.34, -1.99, -2.22], [-1.21, -0.79, -1.99], [2.25, -3.32, -3.14], [1.75, -1.93, -2.20], [1.41, -0.99, -1.57]]}